Computed, not measured: a structure of composition C29H52N3O8S4, with the ωB97M-V functional and the def2-TZVPD basis.

Positions of all 96 atoms, in Å:
S1 -2.05737 -1.07544 -0.99533
S2 0.98436 0.61795 -0.52821
S3 -2.39693 -0.73808 1.71724
S4 3.83715 1.28631 -0.93467
O1 -3.34543 -1.71491 -1.27683
O2 -1.98227 0.29768 -1.45799
O3 -2.75959 0.65851 1.58974
O4 -4.36121 -1.72252 -4.33118
O5 -2.62484 5.17744 3.68455
O6 -1.65993 -1.10564 2.91388
O7 5.50606 0.92915 -4.62130
O8 0.72991 -4.96186 1.26272
N1 -1.56898 -1.33157 0.48595
N2 2.82904 1.12059 1.48693
N3 -4.19573 -2.31955 3.06312
C1 1.41588 4.03427 3.33343
C2 1.40585 -0.79787 -1.60265
C3 -0.84937 -1.97343 -1.94675
C4 2.60578 1.00447 0.08409
C5 0.54426 -2.01864 -1.33573
C6 2.30260 3.19130 2.65913
C7 1.00846 -6.34936 1.41844
C8 6.29591 1.98666 -5.15335
C9 -5.99389 0.05653 -4.22918
C10 5.50132 3.28435 -5.17784
C11 4.26496 -1.30575 3.90868
C12 -3.79218 4.40841 1.70976
C13 0.53796 1.55883 2.36870
C14 1.86201 1.96084 2.17220
C15 0.08847 3.64200 3.52152
C16 2.62526 -2.46447 2.57109
C17 2.36115 -1.29015 1.87297
C18 -4.29412 6.65640 2.73540
C19 -3.97542 -1.67925 1.79552
C20 0.45521 -6.85780 2.74174
C21 -4.90604 -0.62471 -5.04831
C22 -3.80758 0.35846 -5.43106
C23 -0.34094 2.40324 3.04081
C24 0.45395 -7.13929 0.24217
C25 7.58850 2.13775 -4.36384
C26 3.58757 -2.48362 3.58333
C27 3.05632 -0.12181 2.17705
C28 4.00084 -0.13038 3.20694
C29 -3.22947 5.60403 2.46276
H1 -0.63327 -7.03420 0.19695
H2 -3.47141 -2.99380 3.25874
H3 -5.57106 0.44736 -3.30066
H4 -4.21627 -1.64026 3.80812
H5 3.78963 -3.41001 4.10141
H6 -6.77303 -0.65875 -3.96420
H7 -1.25775 -2.97133 -2.07639
H8 -6.44862 0.88339 -4.77931
H9 5.00346 -1.30012 4.69761
H10 -3.96075 -1.36314 -3.52536
H11 -4.73294 -0.91624 1.64504
H12 2.08510 -3.36486 2.33404
H13 1.34021 -0.47553 -2.63899
H14 0.69307 -8.20061 0.32763
H15 6.52959 1.68493 -6.17623
H16 4.58295 3.15725 -5.75050
H17 -4.22310 4.70919 0.75383
H18 -3.01859 3.66459 1.52096
H19 -0.62792 4.28421 4.01226
H20 7.36616 2.39580 -3.32499
H21 0.86470 -6.28294 3.57249
H22 8.14496 1.20035 -4.36157
H23 -1.37184 2.10955 3.17621
H24 -2.41826 6.04904 1.88446
H25 8.22299 2.92020 -4.78394
H26 0.69441 -7.91166 2.89395
H27 6.08006 4.09756 -5.61970
H28 -4.20301 1.19378 -6.01301
H29 1.05967 -2.89596 -1.72673
H30 -3.33371 0.75733 -4.53021
H31 5.22090 3.57331 -4.16157
H32 -4.73742 7.01893 1.80693
H33 -3.98784 -2.38198 0.97248
H34 -3.30641 4.75871 4.22169
H35 5.28313 1.16829 -3.71390
H36 0.86308 -6.76380 -0.69571
H37 0.18440 0.60358 2.00900
H38 -4.57454 3.92393 2.30129
H39 -3.86837 7.50427 3.27360
H40 -0.83761 -1.47139 -2.91157
H41 -3.03784 -0.14286 -6.01921
H42 -5.34458 -1.05302 -5.95323
H43 -0.22757 -4.84468 1.25128
H44 4.52305 0.78552 3.44227
H45 0.42400 -2.19006 -0.26850
H46 2.44638 -1.04013 -1.41057
H47 2.09741 -6.42392 1.42608
H48 -5.09102 6.23396 3.35409
H49 1.59939 -1.28708 1.11046
H50 1.77059 4.98271 3.71122
H51 -0.63190 -6.74495 2.76364
H52 3.32987 3.48646 2.50265

Calculated values
HOMO level = -5.75 eV
charge = -1
max |F| = 1.0 eV/Å